[1]
{"formula": "C11H24LiN5O12", "method": "ωB97M-V/def2-TZVPD", "orbital_gap_ha": 0.217, "charge": -2, "energy_ev": -44010.594, "e_lumo_ev": 3.6, "elements": ["O", "O", "O", "O", "O", "O", "O", "O", "O", "O", "O", "O", "N", "N", "N", "N", "N", "C", "C", "C", "C", "C", "C", "C", "C", "C", "C", "C", "Li", "H", "H", "H", "H", "H", "H", "H", "H", "H", "H", "H", "H", "H", "H", "H", "H", "H", "H", "H", "H", "H", "H", "H", "H"], "xyz": [[-0.77780, -7.82854, 0.83520], [1.13774, -3.01370, 1.12747], [2.85936, -2.61879, 2.27806], [-2.14770, -2.65324, 4.44943], [-1.57935, -5.83529, 0.94808], [-2.05836, -2.94754, 2.29989], [2.77267, -1.86592, 0.29108], [-0.88875, -3.15152, -1.17044], [0.00343, -3.67933, -2.92575], [0.53262, -6.07332, 1.22840], [-2.99353, -1.29433, 3.12923], [-0.68248, -1.61492, -2.80392], [2.25067, -2.47726, 1.22832], [-0.50109, -2.77988, -2.30183], [0.01851, 1.35189, 0.38611], [-0.57927, -6.59664, 1.02982], [-2.34200, -2.32621, 3.31690], [0.42739, 1.44483, 2.73139], [1.03670, 1.83473, 1.41395], [0.78281, 0.86567, -0.85397], [2.26045, 1.49165, -2.78645], [-3.12658, 3.11357, -1.35196], [-2.19687, 1.95091, -0.84732], [2.86386, 2.66954, -3.49040], [-1.13415, 2.43704, 0.10924], [0.01432, 0.02113, 2.53231], [1.39009, 2.00675, -1.67262], [-0.54463, 0.00340, 1.10696], [-0.75712, -3.77911, 0.87225], [-0.50411, 3.25259, -0.24577], [3.64114, 3.07867, -2.84499], [3.41109, 2.34856, -4.37675], [-2.60798, 3.92784, -1.85804], [-0.32328, 2.11812, 3.14526], [-3.61147, 3.54660, -0.47705], [1.59348, 0.22140, -0.51359], [-0.73917, -0.23789, 3.27611], [0.62505, 2.56290, -2.21437], [-1.75105, 1.55117, -1.75812], [-3.88232, 2.76064, -2.05366], [0.82825, -0.67615, 2.73089], [1.72972, 0.88953, -3.52392], [1.06799, 2.92421, 1.40184], [2.06026, 2.61629, -1.06646], [-2.77819, 1.15518, -0.38151], [2.19575, 3.40751, -3.93437], [2.05112, 1.47856, 1.23452], [-1.63227, 0.06132, 1.06445], [0.07609, 0.26708, -1.42870], [-1.54216, 2.60818, 1.10541], [1.18615, 1.50023, 3.51198], [-0.20447, -0.86430, 0.54174], [3.06944, 0.84621, -2.44434]]}

=====

[2]
{"formula": "C7H10O", "method": "ωB97M-V/def2-TZVPD", "orbital_gap_ha": 0.355, "smiles": "C=C1C=CC[C@H]1OC", "energy_ev": -9466.344, "e_lumo_ev": 1.1, "elements": ["O", "C", "C", "C", "C", "C", "C", "C", "H", "H", "H", "H", "H", "H", "H", "H", "H", "H"], "xyz": [[-1.32745, -0.45891, -0.12509], [0.32702, 1.40897, -0.23442], [2.03888, -0.26916, -0.49998], [-2.38131, 0.43893, 0.03764], [-0.16755, 0.04946, 0.43704], [1.66407, 0.97316, -0.80896], [0.73733, -2.30264, 0.47623], [0.91530, -1.01762, 0.16402], [-0.39661, 1.77310, -0.95789], [-2.05642, 1.51209, 0.02152], [2.27322, 1.65520, -1.34578], [-2.75738, 0.19304, 1.08108], [-0.36122, 0.17088, 1.54433], [-3.07671, 0.27441, -0.83766], [0.50575, 2.14185, 0.64333], [1.45544, -3.15740, 0.46446], [-0.26422, -2.61041, 0.82902], [2.87187, -0.77496, -0.88890]]}

=====

[3]
{"formula": "C11H16O", "method": "ωB97M-V/def2-TZVPD", "orbital_gap_ha": 0.327, "energy_ev": -13707.597, "e_lumo_ev": 0.6, "elements": ["O", "C", "C", "C", "C", "C", "C", "C", "C", "C", "C", "C", "H", "H", "H", "H", "H", "H", "H", "H", "H", "H", "H", "H", "H", "H", "H", "H"], "xyz": [[-2.66214, 1.35712, 1.32076], [0.23474, -0.55805, -0.85485], [2.43728, 2.08908, 0.72660], [-0.45213, 0.00766, 0.24515], [-2.64548, 0.31556, 0.49575], [-2.64834, 0.47239, -2.11822], [1.66949, 0.25052, -0.70615], [0.34471, -2.14301, -0.75695], [-3.36193, -0.89196, 1.11075], [1.75306, 0.79820, 0.67870], [-2.77588, 0.56568, -0.90752], [0.25894, 0.84317, 0.97307], [-2.72339, -1.17543, 2.00382], [-3.30920, -1.65616, 0.27440], [2.13816, -0.08758, 1.38185], [1.83041, 2.82247, 0.13037], [-0.71010, -2.49844, -0.84644], [-0.22360, 1.26936, 1.85024], [2.52119, -0.46391, -0.71001], [1.10513, -2.45354, -1.58165], [-4.35356, -0.45530, 1.41335], [2.35151, 2.48493, 1.77445], [0.66259, -2.41200, 0.32073], [-0.17751, -0.32455, -1.77484], [1.85712, 0.97457, -1.46716], [3.41178, 2.03482, 0.29028], [-2.63384, 0.69275, -3.09427], [-1.87622, 1.90181, 1.24203]]}

=====

[4]
{"formula": "C4H7ClN2", "method": "ωB97M-V/def2-TZVPD", "orbital_gap_ha": 0.407, "smiles": "CC[C@@](N)(Cl)C#N", "energy_ev": -19763.201, "e_lumo_ev": 0.8, "elements": ["Cl", "N", "N", "C", "C", "C", "C", "H", "H", "H", "H", "H", "H", "H"], "xyz": [[1.84979, 1.54651, 0.45804], [2.51825, -1.94914, 0.71603], [1.49527, 0.01743, -1.70892], [1.14478, 0.02483, -0.28742], [-0.95428, -0.17303, 1.38442], [1.87630, -1.08622, 0.28484], [-0.34327, -0.17719, -0.04856], [-0.85532, 0.56491, -0.63701], [-1.90052, 0.27302, 1.50026], [-0.19499, 0.42952, 1.96782], [1.00675, 0.79822, -2.10289], [-1.01746, -1.12136, 1.87862], [-0.55137, -1.32472, -0.41483], [2.46190, -0.12074, -1.93119]]}

=====

[5]
{"formula": "C26H43BrIIrN8S2", "method": "ωB97M-V/def2-TZVPD", "orbital_gap_ha": [0.171, 0.167], "multiplicity": 2, "charge": 3, "energy_ev": -142207.374, "e_lumo_ev": [-10.6, -10.7], "s2": 0.761, "elements": ["Ir", "I", "Br", "S", "S", "N", "N", "N", "N", "N", "N", "N", "N", "C", "C", "C", "C", "C", "C", "C", "C", "C", "C", "C", "C", "C", "C", "C", "C", "C", "C", "C", "C", "C", "C", "C", "C", "C", "C", "H", "H", "H", "H", "H", "H", "H", "H", "H", "H", "H", "H", "H", "H", "H", "H", "H", "H", "H", "H", "H", "H", "H", "H", "H", "H", "H", "H", "H", "H", "H", "H", "H", "H", "H", "H", "H", "H", "H", "H", "H", "H", "H"], "xyz": [[-0.06975, -1.17632, 0.78422], [0.39346, -3.88745, 0.80827], [3.04275, -4.30662, -1.45586], [-0.74664, 1.42242, 1.08850], [2.05427, 2.54742, 0.73597], [2.47294, 4.28222, -1.31154], [1.87407, -0.43806, 1.14318], [-2.00161, 3.20626, -0.31662], [-3.12522, 1.13935, -0.10357], [-1.93546, -1.41594, 4.58757], [3.91643, 4.47361, 0.31751], [2.85697, -1.44385, 1.00092], [-0.63549, -1.27580, 2.82199], [4.62618, 4.24765, 1.56799], [-0.78783, -2.14291, 4.91054], [4.41472, 5.42465, -0.69190], [-1.03223, -5.29573, -1.41099], [-0.43278, -2.86160, 6.04691], [-0.92663, -0.90719, -1.07678], [-4.41011, 1.35518, -0.80495], [-1.79635, -0.93250, 3.35675], [0.80138, -3.47225, 6.02693], [-0.25997, -1.63041, -2.23577], [3.31023, 5.41037, -1.75893], [-2.65282, 3.87548, -2.62936], [-0.06293, -6.19645, -3.41321], [-2.10517, 1.96112, 0.10921], [1.32758, -4.97351, -1.87924], [0.03500, -2.04961, 3.79586], [-5.46750, 1.98665, 0.09182], [1.23201, -1.32370, -2.31257], [-2.89660, 4.05422, -1.13850], [1.17811, -5.67769, -3.06327], [-1.16408, -6.00992, -2.59024], [0.21492, -4.78982, -1.05985], [2.85998, 3.81349, -0.12179], [1.65810, -3.36023, 4.91647], [1.29652, -2.64620, 3.79357], [-0.95862, -1.17616, -3.52322], [-5.07773, 2.85364, 0.62605], [4.98938, 5.20009, 1.94644], [-6.31828, 2.30515, -0.51102], [-2.12608, -6.42535, -2.86108], [1.12015, -4.04486, 6.88753], [-2.67173, 5.07963, -0.85428], [3.95063, 3.80579, 2.29346], [3.03969, -1.63401, 0.02430], [-3.93146, 3.86551, -0.87629], [-2.54005, -0.31546, 2.87735], [-0.77715, -0.11260, -3.70151], [4.55368, 6.40765, -0.24748], [-3.30169, 4.55009, -3.18800], [-4.74566, 0.37333, -1.13308], [5.37867, 5.08958, -1.07508], [-5.83876, 1.27187, 0.82693], [2.72902, 6.32993, -1.75795], [-1.97197, -1.23080, -0.95530], [5.47685, 3.58299, 1.41497], [-2.03821, -1.33348, -3.47489], [-1.09305, -2.94231, 6.90065], [1.70934, -1.90230, -3.10338], [1.39572, -0.26238, -2.52784], [-1.88854, -5.13748, -0.76780], [-3.02746, 0.25145, 0.35461], [-0.57544, -1.73626, -4.37685], [1.81785, 3.80735, -1.90341], [1.84214, -0.17886, 2.13038], [2.06281, 0.43252, 0.59524], [-1.61793, 4.10981, -2.88524], [-4.23375, 1.94822, -1.69477], [1.72953, -1.57015, -1.37334], [-1.13617, 3.65032, -0.04159], [2.62766, -3.83869, 4.95321], [1.97589, -2.55732, 2.95311], [-0.16482, -6.75669, -4.33334], [-2.73127, -1.26809, 5.19048], [-0.87720, 0.16215, -1.26825], [3.71176, -1.20306, 1.49256], [-2.85513, 2.85519, -2.96088], [2.03529, -5.83063, -3.70576], [-0.40014, -2.70555, -2.13411], [3.69575, 5.24393, -2.76078]]}

=====

> Number 2 is which compound?

C7H10O